(a)
{
  "formula": "C6H16N2",
  "method": "ωB97M-V with the def2-TZVPD basis set",
  "elements": ["N", "C", "H", "H", "C", "H", "C", "H", "H", "H", "H", "C", "H", "N", "H", "H", "H", "H", "C", "H", "H", "H", "H", "C"],
  "positions_angstrom": [[2.67, 0.64, 0.43], [1.37, -1.39, 0.21], [0.59, -1.89, -0.36], [-4.32, 0.49, 0.68], [1.63, 0.00, -0.35], [2.98, -0.62, -1.90], [2.06, -0.04, -1.81], [1.04, -1.34, 1.25], [-0.78, 0.28, -0.51], [-3.14, -1.44, 1.66], [-0.11, 0.83, 0.68], [-2.17, 0.04, 0.45], [-3.22, 1.75, 1.26], [0.32, 0.76, -0.28], [1.29, -0.51, -2.42], [0.39, 1.70, -0.66], [-1.45, -1.86, 1.09], [2.91, 1.57, 0.10], [-3.35, 0.98, 0.49], [2.45, 0.68, 1.42], [2.29, -1.98, 0.15], [-3.45, 1.51, -0.46], [2.25, 0.96, -2.20], [-2.26, -1.13, 1.09]],
  "lumo_ev": 0.62,
  "multiplicity": 1,
  "charge": 0,
  "e_homo_ha": -0.258
}

(b)
{
  "formula": "C6H16N2",
  "method": "ωB97M-V with the def2-TZVPD basis set",
  "elements": ["H", "H", "N", "H", "H", "H", "H", "C", "N", "H", "H", "H", "H", "C", "H", "C", "H", "C", "H", "H", "C", "H", "H", "C"],
  "positions_angstrom": [[-0.96, 0.59, 1.63], [-0.73, -0.76, -1.21], [0.99, 1.22, -2.15], [1.04, 3.80, -0.26], [2.97, 0.99, -1.28], [1.86, -0.40, -1.08], [-2.63, -1.23, 2.03], [0.61, 2.12, -1.32], [1.41, 2.89, -0.49], [-0.04, -2.21, 0.72], [-2.20, -0.34, -0.37], [0.60, 0.22, 0.79], [-2.32, -2.95, 1.46], [2.16, 0.40, -1.76], [2.42, 2.92, -0.76], [-0.16, -0.20, 1.46], [2.57, -0.09, -2.68], [-1.45, -1.15, -0.48], [-0.49, 2.37, -1.26], [0.34, -0.41, 2.44], [-1.85, -2.02, 1.85], [-1.40, -2.26, 2.83], [-1.94, -2.04, -0.95], [-0.80, -1.45, 0.87]],
  "lumo_ev": 0.91,
  "multiplicity": 1,
  "charge": 0,
  "e_homo_ha": -0.316
}

The relative energies come out as (a) 0.0874; (b) 0.0000, with values in hartree.

(a)
{
  "formula": "C23H29N3O6S",
  "method": "ωB97M-V with the def2-TZVPD basis set",
  "elements": ["O", "H", "C", "C", "O", "H", "H", "H", "C", "C", "N", "C", "C", "H", "H", "S", "H", "H", "C", "H", "H", "C", "H", "H", "O", "H", "C", "C", "H", "C", "O", "H", "C", "C", "C", "H", "H", "C", "H", "H", "N", "C", "O", "C", "H", "C", "H", "H", "H", "C", "N", "C", "C", "O", "H", "H", "H", "C", "H", "C", "H", "H"],
  "positions_angstrom": [[1.07, 2.91, -0.17], [0.99, -4.05, -3.45], [-0.77, -1.36, 2.69], [-1.08, 0.33, -3.30], [-0.58, 0.54, 0.44], [3.29, -0.19, 0.29], [-0.93, 3.26, -1.63], [-0.08, 1.04, -1.59], [3.27, -1.73, -2.55], [1.25, 1.02, -3.15], [2.39, 1.25, -0.92], [-1.46, -0.54, 5.24], [3.19, 0.05, -0.76], [2.71, 1.72, 1.97], [-1.74, -0.26, 6.25], [-0.78, 1.21, 1.70], [-3.98, 3.14, -1.66], [1.98, 2.80, -2.22], [-2.27, 1.30, -3.15], [-0.24, -2.97, -1.60], [-3.87, 0.75, -1.76], [-1.89, 3.36, -2.16], [-3.00, 1.05, -3.93], [-2.06, 4.41, -2.41], [-1.39, -2.73, 6.04], [-1.38, -4.57, 6.83], [2.58, -1.12, -1.51], [-0.89, -2.30, 3.69], [-1.51, 1.44, 4.41], [-3.02, 2.73, -1.35], [1.51, 0.72, -4.30], [-0.51, -1.66, 1.68], [-2.90, 1.26, -1.75], [-1.33, 0.39, 4.24], [1.72, 1.90, 0.05], [4.25, -1.37, -2.83], [4.19, 0.26, -1.16], [1.44, -3.23, -2.90], [1.71, 0.30, 1.56], [-1.91, -4.53, 5.13], [0.66, 1.93, 2.22], [2.28, 1.74, -2.27], [-1.83, 2.18, 1.79], [1.31, -1.57, -1.17], [0.58, 2.92, 2.05], [-0.99, -0.03, 2.96], [3.24, -3.24, -4.06], [-1.38, -0.66, -2.95], [3.25, 1.67, -2.77], [0.75, -2.62, -1.87], [0.07, 0.80, -2.56], [-1.20, -4.12, 5.85], [1.79, 1.39, 1.50], [-1.86, 2.64, -3.39], [-0.77, 0.27, -4.34], [-0.18, -4.34, 5.53], [0.76, -1.08, -0.39], [-1.24, -1.90, 4.98], [-2.89, 2.88, -0.28], [2.70, -2.78, -3.24], [-0.72, -3.34, 3.46], [-2.25, 0.74, -1.05]],
  "lumo_ev": 0.37,
  "multiplicity": 1,
  "charge": 0,
  "e_homo_ha": -0.322
}

(b)
{
  "formula": "C23H29N3O6S",
  "method": "ωB97M-V with the def2-TZVPD basis set",
  "elements": ["H", "H", "H", "H", "O", "C", "O", "C", "C", "O", "H", "H", "C", "C", "C", "C", "H", "H", "N", "H", "H", "C", "C", "H", "H", "H", "C", "H", "S", "H", "O", "H", "C", "C", "H", "C", "N", "H", "O", "N", "C", "H", "C", "C", "H", "C", "H", "H", "H", "H", "H", "C", "C", "C", "H", "H", "H", "C", "C", "H", "C", "O"],
  "positions_angstrom": [[-1.06, 3.12, -3.09], [3.24, -2.43, -3.44], [-0.59, -0.89, 3.42], [-4.78, 1.56, 0.76], [-4.01, -0.59, 2.60], [-1.31, -0.71, 0.89], [-1.73, 3.21, -0.70], [-0.11, -0.59, 0.20], [0.22, -1.46, -0.83], [-0.48, -3.34, -2.22], [-1.30, 0.66, 3.92], [-1.45, 4.31, 1.29], [1.91, -4.44, -1.08], [-1.33, 1.00, -2.82], [1.83, 2.72, 2.11], [0.72, -3.27, -2.97], [0.95, -4.85, -0.78], [-2.57, -3.35, -0.81], [-1.61, 0.20, 1.93], [2.23, 3.91, 0.34], [-1.73, 0.83, -3.82], [3.06, -4.75, -0.38], [-0.54, 3.03, -0.62], [5.29, -2.99, -2.20], [-0.36, 3.61, 3.70], [2.06, 3.62, 2.69], [-3.78, 1.15, 0.61], [2.65, 2.00, 2.22], [-3.23, 0.56, 2.22], [0.58, -4.01, -3.76], [0.21, 2.48, -1.60], [0.59, 0.18, 0.48], [-0.45, 2.24, -2.84], [-0.68, -2.45, -1.21], [5.17, -4.47, -0.23], [-1.89, -2.57, -0.52], [0.63, 2.12, 2.64], [-2.15, 1.13, -2.12], [1.61, 0.11, 2.85], [0.20, 3.40, 0.44], [3.19, -3.08, -2.58], [-3.10, 1.93, 0.27], [4.28, -4.23, -0.78], [-0.47, 3.05, 2.77], [3.00, -5.40, 0.48], [4.34, -3.40, -1.88], [0.36, 2.14, -3.57], [-3.81, 0.32, -0.07], [0.81, -2.28, -3.44], [-1.42, 2.53, 2.79], [-0.75, 0.13, -2.52], [-2.19, -1.72, 0.52], [0.60, 0.78, 2.86], [-0.44, 4.03, 1.58], [1.84, 2.22, -0.01], [-3.12, -1.85, 1.06], [1.17, -1.35, -1.31], [1.60, 3.07, 0.63], [1.97, -3.60, -2.19], [0.13, 4.93, 1.83], [-0.77, 0.15, 3.12], [-3.22, 1.65, 3.15]],
  "lumo_ev": 0.59,
  "multiplicity": 1,
  "charge": 0,
  "e_homo_ha": -0.310
}

The relative energies come out as (a) 0.0051; (b) 0.0000, with values in hartree.

(a)
{
  "formula": "C6H11N2O",
  "method": "ωB97M-V with the def2-TZVPD basis set",
  "elements": ["C", "H", "H", "O", "H", "H", "H", "N", "C", "H", "H", "H", "H", "C", "H", "C", "C", "C", "N", "H"],
  "positions_angstrom": [[-1.43, 1.03, -1.32], [2.33, -1.00, -1.96], [-2.11, 1.52, -1.92], [0.49, -1.75, -1.11], [-0.92, -2.17, 0.89], [-2.10, 0.61, -0.56], [0.42, 1.52, 2.85], [0.33, -0.91, -0.17], [1.42, -1.72, -1.98], [-0.88, -0.56, 2.98], [1.24, -2.53, -2.74], [1.99, 1.64, 0.75], [-0.62, 1.72, 1.55], [-0.50, -0.34, 2.00], [-0.99, 0.32, -2.00], [0.14, 0.98, 1.89], [1.17, 0.95, 0.76], [-0.40, -1.24, 0.96], [1.24, 0.04, -0.09], [-0.85, 1.87, -0.78]],
  "lumo_ev": [-5.71, -5.71],
  "multiplicity": 1,
  "charge": 1,
  "e_homo_ha": [-0.468, -0.468]
}

(b)
{
  "formula": "C6H11N2O",
  "method": "ωB97M-V with the def2-TZVPD basis set",
  "elements": ["H", "C", "H", "H", "H", "C", "C", "O", "H", "H", "H", "N", "H", "N", "C", "H", "C", "C", "H", "H"],
  "positions_angstrom": [[-3.95, 1.29, 0.14], [-2.00, 0.39, -0.06], [2.18, -2.66, 1.01], [-1.78, -1.64, -0.50], [1.93, -3.03, -0.76], [2.86, 1.96, -0.49], [1.87, -2.36, 0.06], [0.45, -2.15, -0.01], [2.47, -1.40, 0.06], [-3.81, -0.62, 0.00], [0.70, -0.30, 0.58], [-1.21, 1.49, 0.15], [-0.37, 1.41, -0.34], [-1.30, -0.80, -0.16], [-0.05, -0.96, 0.15], [1.50, 2.54, 1.18], [2.09, 2.24, 0.35], [-3.37, 0.34, 0.06], [-1.64, 2.50, -0.04], [3.42, 1.76, -1.36]],
  "lumo_ev": -4.29,
  "multiplicity": 1,
  "charge": 1,
  "e_homo_ha": -0.465
}

(c)
{
  "formula": "C6H11N2O",
  "method": "ωB97M-V with the def2-TZVPD basis set",
  "elements": ["H", "H", "C", "H", "O", "H", "H", "H", "N", "H", "H", "C", "C", "H", "H", "C", "H", "N", "C", "C"],
  "positions_angstrom": [[0.49, 0.67, 2.06], [-0.11, -1.02, 2.08], [0.50, -1.62, -0.32], [1.73, 0.08, 0.10], [-1.44, 0.15, 0.83], [-0.30, -2.45, -2.11], [-2.17, 0.70, 0.46], [-0.35, -0.25, -3.23], [0.05, 1.86, 0.87], [0.72, -2.62, 0.22], [1.64, -0.75, 2.11], [-0.66, 0.75, -1.35], [0.81, -0.34, 0.38], [0.77, 2.33, 0.28], [-0.70, 2.51, 0.91], [-0.29, -0.26, -2.11], [-1.17, 1.59, -1.59], [0.78, -0.40, 1.83], [-0.28, 0.64, 0.14], [-0.01, -1.54, -1.56]],
  "lumo_ev": -3.55,
  "multiplicity": 1,
  "charge": 1,
  "e_homo_ha": -0.477
}

The relative energies come out as (a) 0.1728; (b) 0.0888; (c) 0.0000, with values in hartree.